Entry 1:
# C32H54NO15PS5

A 6-piece molecular cluster, C32H54NO15PS5 overall at a distorted geometry (ωB97M-V/def2-TZVPD, the OMol25 dataset).

The geometry in XYZ format:
```
108
Properties=species:S:1:pos:R:3:forces:R:3:mulliken_charge:R:1
O 5.252767 0.943564 0.448725 1.0 0.6 0.5 -0.550
C 4.190075 0.589612 0.094812 -0.9 -0.1 -0.4 -0.322
O 3.249119 0.070922 0.952051 0.2 -0.4 0.4 -0.235
C 2.281639 -0.510387 0.171494 -0.1 0.3 -0.4 0.933
O 1.515316 -1.310794 0.595546 -0.6 -0.3 0.3 -0.743
C 2.421041 -0.022213 -1.223422 0.5 -0.7 -0.2 0.906
P 1.188806 -0.183949 -2.571292 -0.7 1.5 -0.9 -0.294
O 1.531134 -1.542090 -3.399529 0.2 -0.3 0.8 -0.421
O -0.145003 -0.520256 -1.698942 0.6 -0.6 -0.1 -0.151
C 3.611009 0.586017 -1.286417 -0.1 0.3 -0.1 0.267
C 4.395832 1.238177 -2.369813 0.3 -0.5 -0.2 -1.051
C 4.530817 0.472823 -3.695077 0.3 0.1 -0.1 -0.812
C 5.591187 -0.636487 -3.646373 -0.5 0.0 0.1 -1.010
C 5.022809 -1.975319 -3.152161 0.2 0.3 0.3 -0.304
N 5.562003 -2.466322 -1.885927 0.1 -0.5 -0.1 0.317
C 5.362751 -3.764559 -1.489910 0.4 0.0 0.9 -0.586
C 5.924060 -3.937324 -0.236934 -0.2 0.3 -0.5 -0.805
C 6.486216 -2.695215 0.134583 -0.1 0.5 -0.5 -0.467
C 6.258873 -1.806538 -0.904539 -0.2 -0.6 0.3 -0.405
H 1.630329 -2.330471 -2.844602 0.0 -0.1 -0.2 0.366
H -0.036745 -1.368253 -1.240318 -0.3 0.1 0.4 0.245
H 4.046448 2.254317 -2.542870 -0.3 0.0 0.0 0.523
H 5.402568 1.348665 -1.968802 0.1 0.2 0.1 0.406
H 3.588885 0.054438 -4.038820 -0.2 0.1 0.0 0.404
H 4.828769 1.201451 -4.446053 0.0 0.1 -0.1 0.466
H 5.987594 -0.795435 -4.644381 0.1 0.1 -0.1 0.445
H 6.415507 -0.296558 -3.026950 0.2 -0.1 0.0 0.509
H 5.198661 -2.744371 -3.897359 0.0 -0.1 0.0 0.581
H 3.947145 -1.870716 -3.041206 -0.1 0.0 -0.1 0.049
H 4.840325 -4.497682 -2.076131 -0.1 0.1 -0.3 0.422
H 5.932715 -4.846241 0.335365 0.0 -0.1 0.1 0.458
H 6.999185 -2.448274 1.046396 0.0 -0.1 0.1 0.433
H 6.522628 -0.771959 -0.990294 0.1 0.1 0.0 0.401
O 2.702085 -4.594002 3.412178 0.1 -0.1 -0.1 -0.713
S 3.551849 -3.540390 3.905645 0.0 0.2 0.1 1.181
O 4.964550 -3.531809 3.608750 0.1 -0.2 -0.1 -0.577
C 2.844403 -1.958833 3.468209 -0.2 0.1 0.0 0.013
C 1.919387 -1.627256 4.634070 0.0 -0.1 0.1 -0.833
C 2.696424 -1.996432 5.907064 0.0 0.0 -0.1 -0.451
C 3.306691 -3.385693 5.683211 0.0 0.2 0.2 -0.828
H 2.340917 -2.039542 2.505062 0.1 -0.1 0.2 -0.049
H 3.663249 -1.243624 3.397383 0.1 0.0 0.0 0.269
H 1.634538 -0.576103 4.626861 0.0 0.0 0.0 0.365
H 1.007010 -2.223944 4.565149 0.0 0.0 0.0 0.381
H 3.492318 -1.266973 6.074235 0.0 0.0 0.0 0.149
H 2.058131 -1.988866 6.789169 0.0 0.0 0.0 0.366
H 4.266540 -3.504797 6.180397 0.0 -0.1 -0.1 0.351
H 2.632145 -4.183132 5.988101 0.0 0.0 -0.1 0.458
O -3.024391 -1.992424 -3.329019 0.2 0.0 -0.1 -0.683
S -3.088950 -0.592972 -3.678237 -0.1 0.2 -0.1 1.199
O -2.197018 -0.032183 -4.664765 0.1 -0.2 0.0 -0.680
C -4.778478 -0.184379 -4.102324 -0.3 0.1 0.1 -1.060
C -5.407843 0.214266 -2.774125 0.1 0.0 0.2 -0.152
C -4.368625 1.095372 -2.070231 0.1 -0.2 -0.1 -0.474
C -3.010227 0.386007 -2.176451 -0.3 0.3 0.3 -0.670
H -5.249742 -1.044423 -4.571852 0.1 -0.1 0.0 0.482
H -4.751176 0.656525 -4.794551 0.0 0.0 0.0 0.363
H -6.347620 0.743477 -2.924010 0.0 0.0 -0.1 0.317
H -5.612001 -0.678008 -2.177866 0.0 0.0 -0.1 0.171
H -4.321863 2.061453 -2.564653 0.1 -0.1 0.0 0.070
H -4.633042 1.277784 -1.028328 0.0 0.1 0.0 0.324
H -2.180772 1.080733 -2.258106 0.1 -0.1 0.0 0.434
H -2.839391 -0.294304 -1.345847 0.0 -0.1 -0.1 0.283
O -6.549457 3.041567 -4.177652 0.2 -0.1 0.1 -0.667
S -6.290987 4.114986 -3.252981 -0.2 0.5 0.0 1.406
O -5.283441 4.005473 -2.229437 0.1 -0.1 0.1 -0.728
C -6.015001 5.622070 -4.177464 -0.1 0.2 -0.2 -0.890
C -7.407419 6.226515 -4.331422 0.0 -0.1 0.0 -0.574
C -8.089451 6.063807 -2.966023 0.1 0.0 0.0 -0.685
C -7.842475 4.622998 -2.499516 -0.3 0.2 0.0 -0.647
H -5.533924 5.378085 -5.121628 0.0 -0.1 0.0 0.403
H -5.366550 6.259167 -3.577236 0.0 0.0 0.0 0.360
H -7.355150 7.270163 -4.636605 0.0 0.0 0.0 0.365
H -7.967089 5.680506 -5.093492 0.0 0.0 0.0 0.291
H -7.648841 6.763574 -2.253387 0.0 0.0 0.0 0.305
H -9.155408 6.278212 -3.018786 0.0 0.0 0.0 0.337
H -7.744809 4.545527 -1.419836 0.1 -0.1 0.0 0.353
H -8.614027 3.941047 -2.853001 0.1 -0.1 0.0 0.380
O 6.172535 -0.097943 7.029903 0.0 0.0 0.1 -0.669
S 7.375960 -0.725674 6.537606 0.1 0.0 -0.2 1.210
O 8.074828 -1.702333 7.332869 -0.1 0.0 0.1 -0.695
C 7.048614 -1.381690 4.909829 0.0 0.1 -0.2 0.374
C 7.370932 -0.228354 3.965741 0.0 0.1 0.1 -0.438
C 8.674133 0.390714 4.491370 0.0 0.0 0.0 -0.762
C 8.520441 0.559462 6.009283 0.2 0.1 -0.2 -0.708
H 6.016664 -1.715978 4.856558 0.0 -0.1 0.1 -0.648
H 7.717879 -2.226225 4.751928 0.0 0.0 0.0 0.379
H 7.467598 -0.573487 2.937878 0.0 0.0 0.0 0.155
H 6.570100 0.513943 3.995647 0.0 0.0 0.0 0.309
H 9.508497 -0.279659 4.276905 0.0 0.0 0.0 0.334
H 8.889726 1.344939 4.012956 0.0 0.0 0.0 0.367
H 9.457209 0.429391 6.544548 -0.1 0.0 0.1 0.364
H 8.076697 1.518676 6.268268 -0.1 0.0 0.0 0.378
O -7.892326 -1.744979 -1.486419 0.0 0.0 -0.1 -0.644
S -8.598838 -0.562447 -1.069253 -0.1 0.1 0.1 1.220
O -9.126064 0.371913 -2.031584 0.1 -0.1 -0.1 -0.673
C -9.889412 -1.043639 0.074263 -0.1 -0.1 0.2 -0.748
C -9.210988 -1.013493 1.440243 0.1 0.0 0.0 -0.610
C -8.358657 0.263208 1.458291 0.0 0.0 0.0 -0.804
C -7.588186 0.318483 0.132745 0.0 0.1 0.3 -0.275
H -10.268127 -2.022407 -0.209416 0.0 0.0 -0.1 0.415
H -10.682093 -0.299365 0.005030 0.0 0.0 0.0 0.350
H -9.942152 -1.023770 2.246844 0.0 0.0 0.0 0.369
H -8.569827 -1.889623 1.555780 0.0 0.0 0.0 0.293
H -9.010734 1.134770 1.543206 0.0 0.0 0.0 0.322
H -7.676408 0.281443 2.306540 0.0 0.0 0.0 0.341
H -7.434854 1.335046 -0.220996 0.0 0.0 -0.1 0.211
H -6.632678 -0.198718 0.195938 0.0 -0.1 -0.1 0.289
```
Forces are in eV/Å.

Values from the calculation:
* 2S+1: 1
* E_LUMO: -1.1 eV
* maximum force: 1.877 eV/A



Entry 2:
# C24H20Br2N4OPdS

C24H20Br2N4OPdS as an isolated structure at a distorted geometry (ωB97M-V/def2-TZVPD, the OMol25 dataset).

The geometry in XYZ format:
```
53
Properties=species:S:1:pos:R:3:forces:R:3:nbo_charge:R:1
Pd 0.228977 -1.596000 0.004823 -0.1 -0.1 0.0 0.818
S 4.470177 -2.903600 -0.005577 -0.6 0.7 0.0 0.423
C 4.492277 -1.172200 0.024823 -0.1 -0.7 0.0 -0.378
C 3.241777 -0.625200 0.049723 0.3 0.2 0.0 -0.311
C 2.205477 -1.579900 0.041323 -0.1 -1.9 -0.1 -0.107
C 2.733277 -2.884600 0.016723 0.7 2.1 0.0 -0.339
C 1.864377 -3.995400 0.018423 -1.6 -0.9 0.0 0.212
C 2.244677 -5.346300 0.030623 0.1 0.8 0.0 -0.255
C 1.284077 -6.324800 0.033023 -1.0 0.2 0.0 -0.131
C -0.068123 -5.939500 0.022223 1.0 -0.4 0.0 -0.279
C -0.383423 -4.599500 0.011923 -0.3 0.3 0.0 0.077
N 0.530677 -3.627100 0.010723 1.3 -0.8 0.1 -0.444
H 5.438077 -0.669200 0.023723 0.2 0.2 0.0 0.232
H 3.094677 0.442500 0.076423 0.0 0.1 0.0 0.211
H 3.298877 -5.578800 0.037523 0.1 -0.1 0.0 0.223
H 1.560077 -7.367600 0.042423 0.0 -0.1 0.0 0.221
H -0.854123 -6.675700 0.021023 -0.1 0.0 0.0 0.229
H -1.415323 -4.285200 0.001323 0.0 0.2 0.0 0.256
Br -3.988623 -4.306200 0.019823 0.0 0.0 0.0 0.026
C -4.213623 -2.424800 0.026023 1.3 0.4 0.0 -0.191
C -5.508223 -1.953300 0.020223 -0.5 1.2 0.0 -0.227
C -5.743323 -0.589700 0.021723 -0.1 -0.8 0.0 -0.123
Br -7.546423 0.007900 0.014823 -0.1 0.0 0.0 0.021
C -4.681723 0.337600 0.028523 -0.1 -0.3 0.0 -0.124
C -4.860423 1.729300 0.024823 0.7 0.5 0.0 -0.151
C -3.746023 2.546800 0.031723 -1.2 -0.1 0.0 -0.263
C -2.490223 1.964500 0.045323 0.6 -1.2 0.0 0.025
N -2.282423 0.655200 0.047523 -0.4 1.1 0.0 -0.415
C -3.345623 -0.155800 0.036423 -0.4 -0.2 0.0 0.151
C -3.063723 -1.578100 0.028423 -0.9 -0.6 0.0 0.376
O -1.884223 -2.049200 0.015823 0.6 -0.3 0.0 -0.783
H -6.336823 -2.644700 0.013623 0.0 0.0 0.0 0.236
H -5.858223 2.139800 0.014923 0.0 0.0 0.0 0.229
H -3.855423 3.619100 0.026323 0.0 0.2 0.0 0.213
H -1.602523 2.583000 0.053723 0.2 0.2 0.0 0.161
N 0.297077 0.385300 -0.036377 1.2 1.5 0.1 -0.399
C 0.754177 1.453600 -0.026877 -1.0 -2.1 0.0 0.556
N 1.235177 2.657400 -0.018977 0.2 0.6 0.0 -0.474
C 1.525577 3.362000 1.218623 0.3 0.1 0.5 -0.202
C 2.922377 3.977400 1.145223 -0.2 0.2 0.0 -0.407
C 3.037177 4.870700 -0.088077 0.2 -0.2 0.0 -0.401
C 2.713577 4.064900 -1.344077 -0.2 0.2 0.1 -0.407
C 1.315277 3.461000 -1.226677 0.2 0.1 -0.6 -0.202
H 1.450277 2.662900 2.052923 -0.1 0.0 -0.1 0.229
H 0.781477 4.157800 1.360623 0.0 -0.1 0.0 0.192
H 3.667877 3.181600 1.094623 0.0 -0.1 0.0 0.206
H 3.104477 4.555800 2.051823 0.0 0.0 0.0 0.221
H 4.043977 5.284100 -0.157377 0.0 0.1 0.0 0.220
H 2.337077 5.705300 -0.000577 0.0 0.1 0.0 0.198
H 3.444377 3.263500 -1.467777 0.0 0.0 -0.1 0.207
H 2.755277 4.702900 -2.227777 0.0 0.0 0.0 0.221
H 1.085177 2.833200 -2.088577 -0.1 0.0 0.1 0.229
H 0.570677 4.267300 -1.171677 0.0 -0.1 0.0 0.192
```
Forces are in eV/Å.

Values from the calculation:
* 2S+1: 1
* E_LUMO: -0.2 eV
* energy relative to the best compared isomer or geometry (same formula, charge and spin): 0.3560 eV
* maximum force: 2.308 eV/A



Entry 3:
# C7H23NO10P3

C7H23NO10P3 as an isolated structure at a distorted geometry (ωB97M-V/def2-TZVPD, the OMol25 dataset).

The geometry in XYZ format:
```
44
Properties=species:S:1:pos:R:3:forces:R:3:nbo_charge:R:1
C -0.660373 4.072598 -0.855459 -0.5 -0.2 -0.4 -0.665
C 0.093619 5.255021 -0.139630 -1.6 -1.9 0.6 -0.092
O 1.279482 4.688210 0.493395 1.0 1.7 -1.3 -0.232
O 0.806636 3.706685 1.381035 0.3 -3.0 1.3 -0.532
P 2.125262 2.959909 2.092931 3.6 4.5 2.3 2.434
O 2.849328 4.008012 2.909178 -1.5 -2.8 -1.9 -1.023
O 1.714065 1.687733 3.118920 -2.2 1.5 -1.4 -1.016
P 0.110145 1.728408 3.650417 -2.4 -1.3 -1.9 1.673
O -0.916386 1.602847 2.529979 2.2 0.4 1.9 -1.065
O 3.217988 2.321033 0.953328 -4.2 -1.6 0.5 -0.967
P 2.432226 1.490127 -0.278258 1.7 1.4 -4.5 2.414
O 2.560746 2.289422 -1.555789 -1.0 -1.7 2.9 -1.050
O 3.319740 0.069319 -0.495492 -2.0 1.6 1.6 -0.945
O 0.838099 1.138829 0.057234 2.8 -0.5 0.3 -0.948
H -1.366472 4.429296 -1.654098 0.7 -0.1 0.8 0.218
H -1.286955 3.478427 -0.135413 0.7 0.7 -0.5 0.222
H 0.043127 3.344911 -1.346702 -0.4 1.0 0.5 0.234
H -0.546917 5.608345 0.711687 0.5 0.1 -0.9 0.191
H 0.352672 6.074487 -0.842579 0.5 -0.7 0.8 0.230
H -0.033191 0.551827 4.462218 0.9 0.8 -0.1 -0.065
H -0.142881 2.840059 4.520883 0.8 -0.4 -0.5 -0.021
H 2.888124 -0.385104 -1.236551 0.3 0.2 0.0 0.496
H 0.778920 0.314197 0.577815 -0.2 0.3 0.1 0.512
C -0.784450 -1.557257 -1.430064 -0.3 0.0 -0.3 -0.408
N -1.075647 -3.036814 -1.482124 0.1 0.0 0.0 -0.201
C -0.676458 -3.546909 -2.844528 -0.1 0.0 0.3 -0.403
C -2.548893 -3.262008 -1.291744 0.3 0.0 0.0 -0.413
C -0.254487 -3.795859 -0.441492 -0.1 0.4 0.1 -0.230
C -0.557438 -3.437165 1.006186 -0.1 0.2 0.2 -0.093
O -0.295485 -2.059603 1.252011 0.1 0.0 -0.1 -0.744
H -1.171182 -1.100557 -2.341751 0.1 -0.1 0.0 0.232
H -1.295382 -1.119331 -0.578434 0.2 -0.1 0.0 0.259
H 0.292334 -1.417346 -1.368846 -0.1 0.0 0.0 0.221
H -1.259852 -3.017816 -3.596030 0.1 0.0 0.1 0.237
H -0.885837 -4.614823 -2.888398 0.0 0.1 0.0 0.232
H 0.386779 -3.358450 -2.984629 -0.1 0.0 0.0 0.234
H -2.853429 -2.833580 -0.339662 0.0 0.0 -0.1 0.236
H -2.738987 -4.334361 -1.309262 0.0 0.1 0.0 0.232
H -3.078509 -2.766667 -2.104086 0.0 0.0 0.1 0.240
H 0.791362 -3.582691 -0.670079 -0.1 0.0 0.0 0.232
H -0.445298 -4.857296 -0.605778 0.0 0.1 0.0 0.239
H 0.088947 -4.032904 1.655902 0.0 -0.3 -0.2 0.214
H -1.595804 -3.661941 1.266366 0.0 -0.2 -0.1 0.184
H -0.499284 -1.881219 2.177394 0.0 0.1 0.0 0.498
```
Forces are in eV/Å.

Values from the calculation:
* 2S+1: 1
* total charge: +1
* E_LUMO: -3.0 eV
* energy relative to the best compared isomer or geometry (same formula, charge and spin): 3.2058 eV
* maximum force: 6.183 eV/A



| no. | HOMO level (Ha) | molar mass (Da) |
| --- | --- | --- |
| 1 | -0.2995 | 884.085 |
| 2 | -0.2445 | 678.746 |
| 3 | -0.4461 | 374.180 |